1.
12
Properties=species:S:1:pos:R:3:forces:R:3:mulliken_charge:R:1 method="wB97M-V/def2-TZVPD" charge=0 largest_force_ev_per_a=1.0 lumo_ha=0.0382 relative_energy_kj_mol=93.97 smiles=Cc1cn[nH]c1 e_tot_ev=-7224.617
C 0.387814 -1.514041 0.884122 0.044 -0.015 -0.311 -1.11
C 0.232989 -0.208041 0.086123 -0.394 0.100 -0.148 0.62
C -0.470883 0.838235 0.725177 -0.165 0.099 0.160 -0.28
N -0.825067 1.825668 -0.075595 0.177 -0.039 0.162 -0.78
N -0.333440 1.457948 -1.256390 0.105 0.120 -0.044 0.28
C 0.321842 0.266029 -1.243000 -0.130 -0.062 0.388 -0.65
H -0.600851 -1.778783 1.293396 0.251 0.092 -0.301 0.28
H 0.717326 -2.369913 0.295980 0.048 0.135 -0.147 0.33
H 1.038803 -1.475478 1.775262 -0.003 0.435 -0.555 0.29
H -0.741137 0.870344 1.772296 -0.058 0.003 -0.088 0.45
H -0.482792 2.074389 -2.041552 0.170 -0.230 0.099 0.20
H 0.755396 0.013643 -2.215820 -0.044 -0.637 0.785 0.38

2.
12
Properties=species:S:1:pos:R:3:forces:R:3:mulliken_charge:R:1 method="wB97M-V/def2-TZVPD" charge=0 largest_force_ev_per_a=1.8 lumo_ha=0.0350 relative_energy_kj_mol=219.24 smiles=N#CCN1CC1 e_tot_ev=-7223.319
N -2.601608 -0.316149 -0.804155 0.381 0.445 -0.669 -0.45
C -1.618822 0.207690 -1.111479 -0.791 -0.816 1.454 0.43
C -0.247803 0.706025 -1.087359 -0.014 0.048 -0.301 -0.49
N 0.422767 0.660401 0.220259 0.091 -0.207 -0.405 -0.26
C 1.244385 -0.510005 0.492578 0.124 -0.651 -0.116 -0.36
C 0.051538 -0.211537 1.325634 -0.218 -0.206 -0.008 -0.43
H 0.276973 0.105511 -1.834735 0.302 0.147 0.096 0.27
H -0.251744 1.733830 -1.435844 0.065 0.158 -0.048 0.27
H 2.235545 -0.256466 0.882678 -0.250 -0.440 -0.362 0.25
H 1.117691 -1.419738 -0.180516 0.434 1.316 0.844 0.26
H -0.755960 -0.928740 1.211106 -0.188 0.258 -0.108 0.28
H 0.127038 0.229178 2.321832 0.064 -0.051 -0.377 0.23

3.
12
Properties=species:S:1:pos:R:3:forces:R:3:mulliken_charge:R:1 method="wB97M-V/def2-TZVPD" charge=0 largest_force_ev_per_a=1.0 lumo_ha="0.0133 / 0.0133" relative_energy_kj_mol=426.08 e_tot_ev=-7221.175
N -0.341999 -1.091637 -3.129792 0.115 0.352 0.978 -0.49
C -0.224236 -0.704728 -2.037087 -0.070 -0.294 -0.870 0.03
C -0.159337 -0.244169 -0.710330 0.085 -0.014 -0.094 -0.02
C 0.429268 -0.841402 0.564980 0.024 -0.177 0.076 -0.25
C 0.824690 0.577452 0.866661 0.023 0.077 -0.019 -0.43
N 0.387835 0.968876 -0.316613 0.025 0.083 -0.028 0.04
H -1.832200 0.386245 0.763201 -0.067 0.038 0.113 -0.08
H -0.245816 -1.331248 1.269933 0.102 0.113 -0.102 0.27
H 1.298040 -1.472705 0.356214 -0.085 0.034 0.013 0.30
H 1.120021 1.181723 1.711872 -0.021 -0.080 -0.145 0.36
H -1.632483 0.689800 1.421817 -0.140 -0.004 0.014 0.08
H 0.376217 1.881793 -0.760856 0.009 -0.126 0.065 0.20

4.
12
Properties=species:S:1:pos:R:3:forces:R:3:mulliken_charge:R:1 method="wB97M-V/def2-TZVPD" charge=0 largest_force_ev_per_a=0.6 lumo_ha=0.0274 relative_energy_kj_mol=703.57 e_tot_ev=-7218.299
C -1.693302 -0.143967 0.229415 -0.333 -0.363 0.026 -0.92
C -0.019396 0.322381 -0.037900 0.082 -0.069 0.037 0.44
C 0.910827 -0.610131 -0.258716 -0.264 0.279 0.042 -0.48
N 2.296879 -0.213179 -0.075135 0.105 0.259 0.044 0.30
N 2.702404 0.905059 0.174592 -0.087 -0.543 -0.138 -0.69
C -0.737842 1.330549 0.386952 0.205 0.044 -0.203 -0.42
H -2.577897 0.480688 0.077354 0.158 -0.085 0.012 0.34
H -1.680385 -0.833304 -0.626953 0.021 0.109 0.121 0.37
H -1.747001 -0.671380 1.179534 0.015 0.124 -0.190 0.24
H 0.703443 -1.627734 -0.566829 0.062 0.169 0.072 0.36
H 2.931481 -1.036249 -0.179407 -0.019 0.166 0.046 0.25
H -1.089209 2.097268 -0.302905 0.055 -0.090 0.132 0.20

Which value of charge does entry 1 give? 0

Repeat the third record exactly.
12
Properties=species:S:1:pos:R:3:forces:R:3:mulliken_charge:R:1 method="wB97M-V/def2-TZVPD" charge=0 largest_force_ev_per_a=1.0 lumo_ha="0.0133 / 0.0133" relative_energy_kj_mol=426.08 e_tot_ev=-7221.175
N -0.341999 -1.091637 -3.129792 0.115 0.352 0.978 -0.49
C -0.224236 -0.704728 -2.037087 -0.070 -0.294 -0.870 0.03
C -0.159337 -0.244169 -0.710330 0.085 -0.014 -0.094 -0.02
C 0.429268 -0.841402 0.564980 0.024 -0.177 0.076 -0.25
C 0.824690 0.577452 0.866661 0.023 0.077 -0.019 -0.43
N 0.387835 0.968876 -0.316613 0.025 0.083 -0.028 0.04
H -1.832200 0.386245 0.763201 -0.067 0.038 0.113 -0.08
H -0.245816 -1.331248 1.269933 0.102 0.113 -0.102 0.27
H 1.298040 -1.472705 0.356214 -0.085 0.034 0.013 0.30
H 1.120021 1.181723 1.711872 -0.021 -0.080 -0.145 0.36
H -1.632483 0.689800 1.421817 -0.140 -0.004 0.014 0.08
H 0.376217 1.881793 -0.760856 0.009 -0.126 0.065 0.20